Computed, not measured: a molecular structure, C2H5N3, with ωB97M-V/def2-TZVPD.

Last column: Löwdin charge in e.
Element x y z (Å)
C  -1.31460  -0.67362  0.05661  -0.023
N  1.47039  1.11390  -0.27339  -0.089
N  1.20514  -0.12996  0.26243  0.022
C  -0.09116  0.12435  -0.06038  -0.462
N  0.14241  1.34040  -0.41922  0.057
H  1.86168  1.76953  0.41522  0.123
H  1.58939  -0.91800  -0.25136  0.129
H  -1.63186  -0.69973  1.10192  0.081
H  -1.12214  -1.69450  -0.28215  0.078
H  -2.10925  -0.23238  -0.54968  0.084

Values from the calculation:
* LUMO: 1.048 eV
* net charge: 0
* HOMO: -0.33565 hartree
* electronic energy: -6622.5113 eV
* energy relative to the best compared isomer or geometry (same formula, charge and spin): 2.426 eV


Computed, not measured: a molecular structure, C36H58KN10O5P2S, with ωB97M-V/def2-TZVPD.

Last column: Löwdin charge in e.
Element x y z (Å)
K  -0.00759  0.28413  0.00944  0.731
O  -0.95160  0.91298  -2.31311  -0.222
C  -1.46334  1.45381  -3.37273  -0.407
C  -1.81268  0.58476  -4.45659  -0.084
C  -2.48892  0.98633  -5.59173  -0.139
C  -2.89922  2.30985  -5.72656  -0.144
C  -2.57041  3.18822  -4.70571  -0.097
C  -1.82956  2.84352  -3.57315  -0.164
C  -1.59027  3.95633  -2.62103  -0.157
N  -0.57347  4.01984  -1.87927  -0.008
N  -0.57788  4.87778  -0.75988  0.027
C  -0.45812  4.03273  0.28143  -0.533
O  -0.47227  2.79668  0.06265  -0.176
C  -0.22183  4.61642  1.63456  -0.148
C  -0.15846  5.99421  1.83068  -0.045
C  0.05925  6.51097  3.09853  -0.108
C  0.21511  5.65512  4.18410  -0.125
C  0.14982  4.28157  3.99452  -0.102
C  -0.06988  3.76517  2.72392  -0.030
H  -1.51249  -0.45225  -4.34423  0.084
H  -2.71810  0.25564  -6.36226  0.091
H  -3.45495  2.64740  -6.59265  0.077
H  -2.87808  4.22685  -4.79628  0.097
H  -2.38887  4.71237  -2.56180  0.104
H  -0.28339  6.63641  0.96868  0.096
H  0.10699  7.58365  3.24649  0.089
H  0.37600  6.06028  5.17667  0.086
H  0.25211  3.61134  4.84017  0.091
H  -0.13943  2.69730  2.55540  0.101
C  5.16364  -0.29491  -0.85738  -0.096
N  3.71106  -0.34067  -1.01293  -0.284
C  3.09494  0.95651  -0.66184  -0.088
P  2.96353  -1.72263  -0.46276  0.484
O  1.52880  -1.76065  -0.75359  -0.292
O  3.32755  -1.76037  1.13826  -0.284
P  2.39168  -1.39134  2.39043  0.462
O  1.42762  -0.30429  2.18014  -0.309
N  3.55278  -1.04862  3.53715  -0.289
C  4.94859  -0.78950  3.23565  -0.109
C  3.04923  -0.27166  4.66872  -0.098
N  1.65017  -2.81063  2.78039  -0.283
C  2.48860  -3.96362  3.06097  -0.104
C  0.43966  -2.75077  3.60130  -0.090
N  3.82108  -3.01734  -0.98620  -0.296
C  4.84753  -3.70644  -0.23012  -0.112
C  3.28100  -3.77026  -2.11762  -0.091
H  5.55799  0.50452  -1.48494  0.089
H  5.60352  -1.23401  -1.18752  0.074
H  5.46381  -0.09832  0.17979  0.079
H  3.71353  1.73550  -1.10685  0.094
H  3.05436  1.11212  0.42125  0.092
H  2.10091  1.08498  -1.08914  0.047
H  5.28195  -1.40816  2.40717  0.057
H  5.55423  -1.03376  4.11181  0.084
H  5.12888  0.26368  2.98395  0.088
H  1.99010  -0.47006  4.82565  0.077
H  3.16000  0.80398  4.49789  0.092
H  3.59446  -0.54886  5.57366  0.083
H  3.37605  -3.95196  2.42931  0.061
H  1.92847  -4.87584  2.84651  0.087
H  2.80847  -3.98712  4.10995  0.084
H  -0.11728  -1.83985  3.39122  0.062
H  0.68178  -2.79103  4.67051  0.087
H  -0.19580  -3.60519  3.36398  0.081
H  5.22245  -3.08577  0.57955  0.063
H  5.68418  -3.95593  -0.88891  0.086
H  4.46366  -4.63955  0.19771  0.085
H  2.53310  -3.18309  -2.64817  0.017
H  2.82532  -4.70499  -1.77614  0.088
H  4.08570  -4.00414  -2.81856  0.086
N  -5.11127  -1.65222  -1.01937  0.031
C  -4.92877  -0.25065  -0.51969  -0.070
C  -3.53585  0.19698  -1.00857  -0.158
N  -2.92018  -0.92280  -1.72761  -0.058
C  -2.71259  -2.08310  -0.86889  -0.162
C  -4.10287  -2.54997  -0.37389  -0.083
H  -4.84748  -1.61071  -2.01497  0.168
H  -6.05737  -1.99068  -0.88590  0.171
H  -4.99706  -0.28468  0.56726  0.102
H  -5.73859  0.35314  -0.92671  0.125
H  -2.95713  0.51823  -0.14260  0.091
H  -3.60908  1.03296  -1.70196  0.123
H  -2.03504  -0.54723  -2.10300  0.066
H  -2.09200  -1.89847  0.01687  0.094
H  -2.23601  -2.86050  -1.46625  0.122
H  -4.21266  -2.43707  0.70257  0.085
H  -4.33635  -3.57651  -0.65271  0.126
C  -2.39106  -0.26667  2.28871  -0.075
C  -3.44463  -1.04911  2.71654  -0.382
C  -3.35118  -2.48768  2.81387  -0.128
C  -4.44444  -3.28353  3.08033  -0.174
C  -5.71756  -2.74643  3.29364  -0.178
C  -5.82414  -1.34565  3.29990  -0.160
C  -4.74871  -0.52682  3.04941  -0.116
H  -1.47889  -0.78300  2.00998  -0.013
H  -2.39420  0.81519  2.31671  0.044
H  -2.38285  -2.94853  2.64075  0.078
H  -4.30765  -4.36117  3.12201  0.088
H  -6.56757  -3.37761  3.51696  0.062
H  -6.78631  -0.88989  3.51733  0.085
H  -4.87802  0.55138  3.06147  0.098
S  1.32636  -1.71775  -4.80934  0.548
C  1.62003  -0.07213  -4.74104  -0.904
N  1.07313  0.85873  -5.55428  0.029
C  1.28405  2.21424  -5.04277  -0.116
C  2.33788  2.00144  -3.94042  -0.130
N  2.46276  0.54489  -3.88507  0.030
H  0.18042  0.62856  -5.95393  0.100
H  0.35702  2.61980  -4.64092  0.096
H  1.64939  2.87244  -5.83109  0.110
H  2.00903  2.42511  -2.99029  0.104
H  3.29703  2.44557  -4.21711  0.106
H  2.72475  0.05255  -3.04640  0.080

Values from the calculation:
* LUMO: 1.809 eV
* net charge: -1
* HOMO: -0.10591 hartree
* electronic energy: -109154.2243 eV
* energy relative to the best compared isomer or geometry (same formula, charge and spin): 0.000 eV


Computed, not measured: a molecular structure, C39H57BN3O8SSiSr, with ωB97M-V/def2-TZVPD.

Last column: Löwdin charge in e.
Element x y z (Å)
Sr  -7.33083  -23.26578  -6.35989  1.270
C  -3.49492  -24.49189  -10.19273  -0.075
N  -4.72718  -24.99952  -9.68110  -0.134
C  -5.68571  -25.35133  -10.77293  0.002
C  -5.13181  -24.73393  -8.41814  -0.404
O  -6.31143  -24.96163  -8.04859  -0.097
C  -4.11016  -24.13651  -7.46195  -0.166
O  -4.63974  -24.07901  -6.15778  -0.192
C  -4.28643  -22.87358  -5.41294  -0.064
C  -5.69285  -23.68871  -3.10903  -0.229
O  -6.69798  -23.49825  -3.82519  -0.116
N  -5.86409  -24.10870  -1.80277  -0.120
C  -7.21323  -24.43349  -1.29462  -0.042
C  -4.75849  -24.39495  -0.87957  -0.021
H  -2.93805  -25.30993  -10.63651  0.087
H  -2.80278  -24.13047  -9.37618  0.097
H  -3.64900  -23.61904  -10.86330  0.108
H  -5.07078  -25.75952  -11.56571  0.082
H  -6.15931  -24.45424  -11.08217  0.075
H  -6.46236  -26.02025  -10.44502  0.084
H  -3.80108  -23.15928  -7.80092  0.116
H  -3.22899  -24.75168  -7.51335  0.127
H  -4.90904  -22.04665  -5.79317  0.074
H  -3.26374  -22.56135  -5.76503  0.144
H  -7.29531  -24.01466  -0.27362  0.089
H  -7.41875  -25.54316  -1.26169  0.101
H  -8.03165  -24.12391  -1.89408  0.030
H  -4.37400  -25.42314  -0.87791  0.098
H  -5.12150  -24.19565  0.12433  0.078
H  -3.99888  -23.66683  -1.09903  0.077
C  -9.63957  -26.99008  -5.30256  -0.022
C  -10.67032  -26.07715  -5.98429  -0.624
C  -10.32143  -25.94334  -7.44915  -0.037
C  -12.02748  -26.68398  -5.81705  -0.033
O  -10.58099  -24.77064  -5.36685  -0.175
Si  -11.24460  -23.31604  -5.74838  -0.168
S  -9.94417  -22.03745  -6.78893  0.129
O  -11.89490  -22.75486  -4.26848  -0.183
C  -11.48977  -22.79491  -2.92512  -0.689
C  -10.08626  -22.23749  -2.77465  -0.038
C  -12.53409  -21.91628  -2.28039  -0.044
C  -11.58257  -24.20091  -2.30625  -0.020
O  -12.50582  -23.84326  -6.63165  -0.167
C  -13.87920  -23.56977  -6.75687  -0.644
C  -14.63293  -24.00923  -5.47974  -0.028
C  -14.15925  -22.07768  -6.99275  -0.020
C  -14.33737  -24.44471  -7.91273  -0.034
H  -9.65590  -27.97209  -5.77057  0.082
H  -9.87116  -27.18155  -4.25092  0.087
H  -8.63958  -26.59933  -5.36249  0.075
H  -10.35395  -26.93968  -7.89287  0.084
H  -9.28896  -25.65402  -7.61088  0.068
H  -10.97150  -25.30532  -8.11792  0.108
H  -11.98952  -27.76857  -6.08445  0.104
H  -12.76805  -26.24275  -6.43304  0.041
H  -12.36209  -26.66044  -4.79895  0.083
H  -9.87675  -21.27936  -3.30818  0.099
H  -9.36951  -22.98936  -3.19305  0.065
H  -9.80785  -22.10782  -1.70469  0.094
H  -12.59904  -21.04783  -2.98083  0.105
H  -12.42140  -21.64431  -1.24543  0.075
H  -13.50167  -22.42324  -2.39448  0.078
H  -10.73969  -24.82283  -2.66211  0.080
H  -12.51826  -24.59648  -2.72305  0.086
H  -11.61229  -24.23171  -1.24024  0.070
H  -14.24557  -23.38911  -4.64107  0.073
H  -14.35358  -25.06435  -5.27132  0.077
H  -15.73699  -23.94855  -5.50154  0.089
H  -13.96473  -21.50577  -6.08875  0.079
H  -15.19256  -21.85883  -7.28898  0.087
H  -13.41068  -21.76802  -7.69768  0.078
H  -14.42887  -25.49030  -7.57373  0.078
H  -13.61094  -24.40098  -8.69489  0.077
H  -15.29794  -24.20287  -8.36694  0.080
N  -6.19202  -21.91399  -8.07706  -0.037
C  -5.87334  -20.72380  -8.27386  -0.408
C  -5.96411  -19.98867  -9.56932  -0.193
C  -6.07006  -20.68656  -10.74307  -0.068
C  -6.27702  -20.08148  -11.96653  -0.074
C  -6.55226  -18.67348  -11.98091  -0.103
C  -6.50581  -17.95946  -10.80996  -0.100
C  -6.13260  -18.61169  -9.62533  -0.027
C  -5.20021  -19.85978  -7.18056  -0.221
C  -5.99123  -19.58997  -6.08302  -0.060
C  -5.45458  -19.00615  -4.94031  -0.077
C  -4.15135  -18.57389  -4.95916  -0.109
C  -3.38871  -18.74361  -6.10153  -0.103
C  -3.86993  -19.42835  -7.20314  -0.055
H  -6.00702  -21.77859  -10.62807  0.096
H  -6.33723  -20.68788  -12.85139  0.084
H  -6.81304  -18.18720  -12.91132  0.086
H  -6.73483  -16.89870  -10.75946  0.097
H  -6.00192  -18.02684  -8.71738  0.111
H  -7.03372  -19.88278  -6.09943  0.109
H  -6.11204  -18.97060  -4.09349  0.103
H  -3.77195  -18.04763  -4.09503  0.097
H  -2.30664  -18.37573  -6.12951  0.120
H  -3.26813  -19.66294  -8.11059  0.124
O  -3.06382  -23.90618  -3.50803  0.112
B  -4.28976  -23.12411  -3.82147  -0.660
O  -4.04134  -21.78581  -3.21444  0.128
C  -2.87809  -21.87103  -2.60525  -0.246
C  -2.21734  -20.94962  -1.80464  -0.021
C  -1.01540  -21.29856  -1.17516  -0.135
C  -0.36410  -22.48233  -1.45837  -0.129
C  -0.96797  -23.35461  -2.35928  -0.033
C  -2.23632  -23.12256  -2.83311  -0.257
H  -2.62305  -20.00997  -1.56945  0.087
H  -0.68486  -20.56253  -0.39606  0.102
H  0.59446  -22.79270  -1.10540  0.080
H  -0.56053  -24.30948  -2.56423  0.096

Values from the calculation:
* LUMO: 2.298 eV
* net charge: -1
* HOMO: -0.16240 hartree
* electronic energy: -82453.9163 eV
* energy relative to the best compared isomer or geometry (same formula, charge and spin): 0.000 eV


Computed, not measured: C6H6N4OS in the gas phase, with ωB97M-V/def2-TZVPD.

Last column: Löwdin charge in e.
Element x y z (Å)
C  -1.82295  -1.44148  -1.71690  0.033
N  -1.08308  -0.30197  -1.17257  -0.054
C  -1.18715  0.98023  -1.41060  -0.166
N  -0.38040  1.78189  -0.75382  0.159
C  0.34108  0.83571  0.02887  -0.284
C  1.32279  1.01282  0.90678  -0.518
S  2.10817  2.49023  1.31942  0.952
O  1.60390  2.61042  2.99560  -0.451
N  1.92273  -0.17289  1.51314  0.064
C  1.36036  -1.34512  1.08881  -0.247
N  0.36901  -1.65884  0.23845  0.160
C  -0.03483  -0.41228  -0.28836  -0.217
H  -2.66332  -1.00385  -2.34517  0.123
H  -1.04903  -2.11779  -2.26720  0.148
H  -2.30605  -1.79159  -1.02118  -0.014
H  -1.96347  1.18424  -2.09442  0.126
H  1.80737  1.64171  3.26625  0.056
H  1.65487  -2.29144  1.71292  0.132

Values from the calculation:
* LUMO: -0.755 eV
* net charge: 0
* HOMO: -0.32804 hartree
* electronic energy: -25159.5627 eV
* energy relative to the best compared isomer or geometry (same formula, charge and spin): 0.000 eV
* structure (SMILES): Cn1cnc2c(SO)ncnc21


Q: Among the records above, which one has the lowest LUMO?
A: C6H6N4OS


Q: Number 1 is which compound?
A: C2H5N3